Here is 2 unconnected molecules or ions with the total composition C4H7OP from the OMol25 dataset. Energies are from ωB97M-V with the def2-TZVPD basis set.

Values from the calculation:
LUMO, eV: -1.01
Net charge: 0
Energy above the lowest of the compared OMol25 structures with the same formula, charge and spin, kJ/mol: 236.3
Maximum force, eV/A: 2.9
SMILES: C=CC=C.O=P
DFT total energy, eV: -15594.9880

CARTESIAN COORDINATES (ANGSTROEM)
C 0.6445 -1.6283 0.3222
C 0.9258 -0.7270 -0.5701
C 0.7892 0.7063 -0.5093
C 1.0283 1.3843 0.6110
H 0.1729 -1.4292 1.2311
H 0.6136 -2.7286 0.0937
H 1.1921 -1.0878 -1.5432
H 0.4051 1.0905 -1.4323
H 0.7925 2.4255 0.7292
H 1.4561 0.8650 1.4597
O -2.4887 -0.7951 -0.3980
P -3.2050 0.4739 -0.3755
H -2.3263 1.4503 0.3813